# 1
The following is a DFT calculation (ωB97M-V/def2-TZVPD) of a 2-piece molecular cluster, C8H8ClP overall in a non-equilibrium geometry.

Energy above the lowest of the compared OMol25 structures with the same formula, charge and spin, kJ/mol: 492.5
LUMO level (spin up / spin down), eV: -1.39 / -4.08
DFT total energy, eV: -30232.5134

Atoms and positions in Å:
C (0.13, -0.71, -2.83)
C (-0.50, -1.75, -2.11)
C (0.38, 0.47, -2.16)
C (-0.83, -1.60, -0.81)
C (0.09, 0.56, -0.80)
C (-0.54, -0.45, -0.11)
C (0.10, 0.88, 3.48)
C (-0.65, 0.99, 2.39)
P (-1.18, -0.47, 1.65)
Cl (0.39, 4.01, 4.61)
H (0.47, -0.83, -3.85)
H (-0.84, -2.58, -2.59)
H (0.89, 1.30, -2.63)
H (-1.11, -2.38, -0.06)
H (0.27, 1.51, -0.40)
H (0.23, -0.16, 3.80)
H (0.47, 1.71, 4.15)
H (-0.64, 1.90, 1.83)

Atom charges from the Löwdin analysis, given in e for atoms 1 to 2:
1 C -0.065
2 C -0.078


# 2
The following is a DFT calculation (ωB97M-V/def2-TZVPD) of an isolated ion of composition C4H11N4S and charge +1 in a non-equilibrium geometry.

Charge: +1
Energy above the lowest of the compared OMol25 structures with the same formula, charge and spin, kJ/mol: 330.3
LUMO level, eV: -4.48
DFT total energy, eV: -21111.6951

Atoms and positions in Å:
C (-1.56, 0.10, -0.05)
C (-0.09, -0.34, 0.15)
C (1.27, 1.61, 1.25)
C (1.29, -2.17, -0.61)
N (-1.62, 1.39, -0.23)
N (-0.38, 2.03, -0.34)
N (0.59, 1.11, 0.14)
N (0.22, -1.22, -0.84)
S (-3.02, -0.72, -0.33)
H (0.21, -0.79, 1.21)
H (1.89, 2.40, 1.04)
H (0.54, 2.00, 1.93)
H (1.71, 0.82, 1.86)
H (0.91, -3.16, -0.35)
H (1.71, -2.44, -1.52)
H (1.93, -1.81, 0.14)
H (-2.46, 1.97, -0.40)
H (-0.29, 2.17, -1.37)
H (-2.93, -2.11, 0.07)
H (0.09, -0.84, -1.77)

Atom charges from the Löwdin analysis, given in e for atoms 1 to 2:
1 C -0.546
2 C -0.276


# 3
The following is a DFT calculation (ωB97M-V/def2-TZVPD) of an isolated molecule of C3H8N2O.

Energy above the lowest of the compared OMol25 structures with the same formula, charge and spin, kJ/mol: 64.0
SMILES: CN(C)C(N)=O
LUMO level, eV: 0.97
DFT total energy, eV: -8268.6629

Atoms and positions in Å:
C (-1.12, -0.96, 0.48)
N (-0.19, 0.14, 0.25)
C (-0.78, 1.25, -0.48)
C (1.00, -0.34, -0.40)
O (1.05, -0.84, -1.50)
N (2.06, -0.12, 0.43)
H (-0.60, -1.75, 1.03)
H (-1.94, -0.60, 1.11)
H (-1.52, -1.39, -0.45)
H (-1.13, 0.98, -1.49)
H (-1.62, 1.64, 0.10)
H (-0.04, 2.05, -0.57)
H (3.00, -0.35, 0.17)
H (1.84, 0.30, 1.31)

Atom charges from the Löwdin analysis, given in e for atoms 1 to 2:
1 C -0.088
2 N -0.221


# 4
The following is a DFT calculation (ωB97M-V/def2-TZVPD) of a 2-piece molecular cluster, C14H29ClFN7O7PS2 overall in a non-equilibrium geometry.

Charge: -1
LUMO level, eV: 0.99
DFT total energy, eV: -85947.3545

Atoms and positions in Å:
N (-0.23, -0.25, 5.19)
C (-1.50, -0.12, 4.49)
N (-2.51, -0.31, 5.53)
N (-1.73, 1.19, 3.87)
C (-1.60, -1.25, 3.43)
C (-1.00, -0.93, 2.09)
N (0.48, -0.88, 2.00)
C (0.68, -0.80, 0.63)
N (1.63, -0.14, 0.01)
C (2.63, 0.55, 0.80)
C (3.64, -0.44, 1.39)
F (3.95, -1.40, 0.43)
C (1.76, -0.10, -1.45)
C (0.78, 0.83, -2.14)
C (-0.66, 0.30, -2.40)
C (-1.17, 0.85, -3.71)
S (-0.78, -0.15, -5.14)
O (-0.42, -1.50, -4.77)
O (-1.86, -0.02, -6.08)
Cl (0.87, 0.81, -5.69)
N (-0.26, -1.58, 0.01)
C (-1.36, -1.88, 0.91)
N (-2.72, -1.60, 0.41)
C (-2.96, -1.73, -0.78)
O (-3.20, -1.87, -1.90)
P (-1.17, -3.71, 1.24)
O (-1.68, -4.41, -0.12)
O (-2.23, -4.09, 2.39)
S (0.60, -4.29, 1.65)
H (-0.29, 0.29, 6.05)
H (0.56, 0.11, 4.66)
H (-2.51, -1.30, 5.77)
H (-3.42, -0.15, 5.10)
H (-2.40, 1.70, 4.42)
H (-0.87, 1.73, 3.86)
H (-1.09, -2.13, 3.84)
H (-2.66, -1.47, 3.30)
H (-1.38, 0.02, 1.70)
H (0.74, -0.03, 2.50)
H (3.13, 1.29, 0.19)
H (2.16, 1.05, 1.66)
H (4.58, 0.05, 1.64)
H (3.21, -0.98, 2.24)
H (1.75, -1.12, -1.87)
H (2.75, 0.29, -1.65)
H (0.74, 1.79, -1.63)
H (1.22, 1.04, -3.12)
H (-1.31, 0.61, -1.58)
H (-0.66, -0.79, -2.40)
H (-2.26, 0.88, -3.73)
H (-0.82, 1.88, -3.88)
H (0.05, -2.33, -0.60)
H (-2.62, -4.26, -0.28)
H (-3.03, -3.55, 2.30)
O (3.26, 5.08, -4.98)
C (2.56, 4.09, -4.50)
C (1.56, 4.50, -3.19)
O (0.89, 3.44, -2.73)
H (3.14, 3.23, -4.06)
H (1.82, 3.61, -5.19)
H (0.96, 5.33, -3.62)
H (2.28, 4.98, -2.49)

Atom charges from the Löwdin analysis, given in e for atoms 1 to 2:
1 N 0.080
2 C -0.678


# 5
The following is a DFT calculation (ωB97M-V/def2-TZVPD) of a 2-piece molecular cluster, C4H9NO3 overall in a non-equilibrium geometry.

Energy above the lowest of the compared OMol25 structures with the same formula, charge and spin, kJ/mol: 172.6
SMILES: O=CCCNC=O.O
LUMO level, eV: 0.34
DFT total energy, eV: -11925.7529

Atoms and positions in Å:
O (-0.41, -1.79, 2.77)
C (-0.16, -1.18, 1.77)
N (-0.48, -1.59, 0.47)
C (-0.45, -0.52, -0.53)
C (1.00, -0.42, -1.05)
C (1.41, 0.79, -1.82)
O (2.53, 1.21, -1.85)
H (0.28, -0.16, 1.74)
H (-1.12, -2.34, 0.27)
H (-0.71, 0.48, -0.05)
H (-1.22, -0.73, -1.28)
H (1.29, -1.23, -1.78)
H (1.66, -0.72, -0.25)
H (0.57, 1.30, -2.38)
H (-1.38, 2.75, 0.71)
H (-1.31, 2.24, 2.08)
O (-1.50, 1.92, 1.19)

Atom charges from the Löwdin analysis, given in e for atoms 1 to 2:
1 O 0.040
2 C -0.357


# 6
The following is a DFT calculation (ωB97M-V/def2-TZVPD) of an isolated molecule of C2HF3N2 in a non-equilibrium geometry.

Energy above the lowest of the compared OMol25 structures with the same formula, charge and spin, kJ/mol: 256.7
SMILES: FC(F)(F)N1C=N1
LUMO level, eV: 0.62
DFT total energy, eV: -13219.5506

Atoms and positions in Å:
C (-0.94, 0.96, 0.62)
C (0.69, -0.62, -0.46)
N (-1.76, 0.04, 0.49)
N (-0.60, 0.16, -0.48)
F (0.68, -1.58, -1.31)
F (1.62, 0.27, -0.81)
F (1.10, -1.07, 0.69)
H (-0.79, 1.83, 1.26)

Atom charges from the Löwdin analysis, given in e for atoms 1 to 2:
1 C -0.128
2 C -0.737


# 7
The following is a DFT calculation (ωB97M-V/def2-TZVPD) of C7H19Cl2N5O10 as an isolated structure in a non-equilibrium geometry.

Energy above the lowest of the compared OMol25 structures with the same formula, charge and spin, kJ/mol: 1845.1
LUMO level, eV: -1.99
DFT total energy, eV: -60504.7657

Atoms and positions in Å:
C (3.35, 2.78, 1.36)
N (2.07, 2.33, 1.93)
O (1.02, 2.86, 1.62)
O (2.10, 1.40, 2.68)
H (3.13, 3.68, 0.78)
H (3.96, 2.04, 0.84)
H (3.95, 3.21, 2.16)
C (0.68, 1.40, -0.25)
N (-0.35, 0.30, -0.01)
O (-1.51, 0.60, -0.23)
O (0.08, -0.78, 0.38)
H (0.65, 2.22, 0.47)
H (0.32, 1.85, -1.17)
H (1.69, 0.99, -0.26)
C (-1.60, -2.17, 0.53)
N (-2.39, -2.55, -0.66)
O (-3.30, -3.37, -0.51)
O (-2.20, -1.92, -1.69)
H (-2.24, -1.74, 1.29)
H (-0.78, -1.52, 0.22)
H (-1.09, -3.04, 0.94)
C (-2.54, 2.41, -0.56)
N (-3.21, 2.21, 0.69)
O (-3.74, 1.09, 0.77)
O (-3.35, 3.11, 1.53)
H (-3.12, 3.04, -1.23)
H (-2.38, 1.42, -0.99)
H (-1.56, 2.83, -0.33)
C (-0.07, -0.96, -1.95)
N (-1.18, -1.28, -2.87)
O (-1.24, -2.47, -3.19)
O (-1.79, -0.32, -3.41)
H (-0.36, 0.04, -1.63)
H (0.86, -0.98, -2.52)
H (-0.09, -1.67, -1.12)
Cl (0.25, -2.84, 1.65)
C (1.66, -1.76, 1.38)
C (2.60, -2.40, 0.37)
Cl (1.81, -2.28, -1.25)
H (2.15, -1.50, 2.32)
H (1.36, -0.77, 1.03)
H (2.74, -3.44, 0.67)
H (3.63, -2.05, 0.24)

Atom charges from the Löwdin analysis, given in e for atoms 1 to 2:
1 C 0.060
2 N -0.432


# 8
The following is a DFT calculation (ωB97M-V/def2-TZVPD) of an isolated molecule of C6H10O.

Energy above the lowest of the compared OMol25 structures with the same formula, charge and spin, kJ/mol: 387.1
LUMO level (spin up / spin down), eV: -0.58 / -1.13
DFT total energy, eV: -8427.2284

Atoms and positions in Å:
C (-2.32, -0.24, 0.30)
C (-1.01, 0.00, -0.44)
C (-0.06, 1.11, 0.11)
C (1.05, 0.14, -0.10)
C (2.52, 0.14, -0.14)
O (3.02, -0.99, 0.25)
C (0.15, -1.02, -0.21)
H (-2.13, -0.39, 1.37)
H (-3.00, 0.61, 0.18)
H (-2.82, -1.13, -0.09)
H (-1.19, 0.15, -1.51)
H (0.01, 2.09, -0.38)
H (-0.25, 1.27, 1.18)
H (2.80, 0.58, -1.15)
H (2.73, 1.04, 0.52)
H (0.05, -1.55, 0.75)
H (0.44, -1.76, -0.96)

Atom charges from the Löwdin analysis, given in e for atoms 1 to 2:
1 C -0.074
2 C -0.328